Entry from the OMol25 dataset: C18H18F6N4PPt as an isolated structure at a distorted geometry (ωB97M-V/def2-TZVPD).

## Properties
Total charge ... +2
HOMO-LUMO gap (spin up / spin down) ... 8.70 / 8.12 eV
2S+1 ... 2
⟨S²⟩ ... 0.754
HOMO level (spin up / spin down) ... -15.98 / -16.51 eV

Each line ends with the Mulliken charge.
Positions of all 48 atoms, in Å:
Pt1 -0.0392 0.3716 0.3212  1.30
C1 1.7449 -1.7997 0.3539  -1.06
N1 1.6763 -0.5012 1.0958  -0.31
C2 2.9208 0.3310 0.9161  -1.10
C3 2.7563 1.3828 -0.1521  0.77
C4 3.7886 2.1592 -0.6461  -0.99
C5 3.4909 3.1366 -1.5825  -0.32
C6 2.1772 3.3052 -2.0047  -0.85
C7 1.1957 2.4945 -1.4753  -0.03
N2 1.5036 1.5568 -0.5645  -0.18
C8 1.3573 -0.6214 2.5490  -1.23
C9 0.6770 0.6395 3.0313  1.14
C10 0.8756 1.1490 4.2907  -0.90
C11 0.0559 2.1876 4.7335  -0.34
C12 -0.9484 2.6524 3.9076  -0.91
C13 -1.0746 2.1274 2.6289  0.21
N3 -0.2697 1.1581 2.1967  0.02
C14 1.2341 -1.6925 -1.0693  1.18
C15 1.7160 -2.4964 -2.0756  -0.92
C16 1.0831 -2.4808 -3.3162  -0.34
C17 -0.0259 -1.6749 -3.4954  -0.95
C18 -0.4498 -0.8630 -2.4555  0.11
N4 0.1726 -0.8684 -1.2765  0.09
H1 1.1250 -2.5173 0.8956  0.38
H2 2.7662 -2.1823 0.3536  0.38
H3 3.7602 -0.3285 0.6918  0.57
H4 3.1370 0.8243 1.8645  0.50
H5 4.8002 2.0022 -0.2974  0.51
H6 4.2759 3.7655 -1.9797  0.46
H7 1.9090 4.0551 -2.7346  0.48
H8 0.1523 2.5716 -1.7550  0.44
H9 2.2627 -0.8192 3.1255  0.45
H10 0.6881 -1.4749 2.6754  0.42
H11 1.6350 0.7280 4.9346  0.45
H12 0.1990 2.6093 5.7191  0.47
H13 -1.6307 3.4266 4.2259  0.45
H14 -1.8270 2.4739 1.9388  0.45
H15 2.5584 -3.1478 -1.8888  0.46
H16 1.4509 -3.1015 -4.1216  0.47
H17 -0.5631 -1.6506 -4.4322  0.45
H18 -1.3029 -0.2069 -2.5433  0.61
F1 -2.0431 0.3857 0.1491  -0.58
P1 -3.0994 1.8292 -0.7456  1.31
F2 -3.9628 0.6078 -1.2153  -0.31
F3 -2.0849 1.5619 -1.9709  -0.31
F4 -3.9015 2.9518 -1.4340  -0.27
F5 -3.8342 1.8628 0.6501  -0.31
F6 -1.9502 2.7802 -0.1396  -0.34

=====

Entry from the OMol25 dataset: C18H18FIMgN2 as an isolated structure at a distorted geometry (ωB97M-V/def2-TZVPD).

## Properties
HOMO-LUMO gap (spin up / spin down) ... 5.69 / 6.54 eV
HOMO level (spin up / spin down) ... -7.37 / -7.93 eV

Each line ends with the Mulliken charge.
Positions of all 41 atoms, in Å:
C1 1.2395 1.3519 2.6120  -1.12
C2 1.3617 -1.3189 2.6968  -1.28
H1 2.2877 1.6680 2.7219  0.37
H2 0.8872 0.8565 3.5241  0.37
H3 0.6292 2.2582 2.4414  0.34
H4 1.4602 -2.3611 2.3494  0.31
H5 2.2148 -1.0759 3.3369  0.45
H6 0.4196 -1.2259 3.2637  0.44
C3 1.0678 2.6409 -0.7783  -0.07
C4 1.1790 3.4451 -1.9220  -0.82
C5 1.0886 2.8304 -3.1728  -0.42
C6 0.8917 1.4500 -3.2556  -1.01
H7 1.1899 3.0519 0.2304  0.35
H8 1.3508 4.5117 -1.8045  0.40
H9 1.1989 3.4195 -4.0807  0.41
H10 0.9038 0.9277 -4.2128  0.29
N1 0.8324 1.3267 -0.8662  0.37
C7 0.7359 0.7046 -2.0684  0.58
C8 0.5733 -0.7785 -2.0593  0.71
N2 0.5793 -1.4004 -0.8529  0.29
C9 0.5670 -2.7346 -0.7570  -0.04
C10 0.4295 -2.9367 -3.1491  -0.43
C11 0.4611 -3.5508 -1.8945  -0.86
H11 0.6638 -3.1584 0.2508  0.26
H12 0.4229 -4.6301 -1.7745  0.41
C12 0.5121 -1.5458 -3.2417  -0.94
H13 0.5721 -1.0404 -4.2060  0.31
H14 0.3683 -3.5395 -4.0534  0.41
Mg1 0.9923 -0.0313 0.8972  0.66
I1 3.7225 -0.2969 0.6939  -0.41
F1 -5.1779 0.1852 2.5035  -0.34
C13 -3.8727 0.1414 2.0704  0.23
C14 -3.2320 1.3308 1.7573  -0.59
C15 -1.8834 1.2761 1.3239  -0.37
C16 -1.2547 0.0632 1.3016  0.27
C17 -1.8836 -1.1174 1.5634  -0.23
C18 -3.2363 -1.0918 1.9846  -0.62
H15 -3.7493 2.2818 1.8356  0.42
H16 -1.3730 2.1978 1.0634  0.25
H17 -1.3790 -2.0790 1.4957  0.20
H18 -3.7610 -2.0062 2.2319  0.43

=====

These records have energy values of -1975.25814; -1403.76886 hartree, in the order they appear.